Below is the molecule C2H4N4O at a distorted geometry, with properties calculated with wB97M-V/def2-TZVPD.

```
11
Properties=species:S:1:pos:R:3:mulliken_charge:R:1
H 0.78416 -2.98018 -0.88675 0.247
N 0.41353 -2.24795 -0.25072 -0.300
N 0.65940 -1.09525 -0.78444 -0.292
C 0.78180 -0.21811 0.16497 0.804
O 1.34450 -0.62701 1.22205 -0.493
C -0.18838 0.97333 0.21336 0.434
N -1.24339 0.91708 -0.63807 -0.400
N -0.05494 1.83615 1.12623 -0.743
H 0.64633 1.57578 1.81487 0.281
H -1.41370 0.08234 -1.17548 0.200
H -1.72931 1.78382 -0.80600 0.263
```

## Properties
E_HOMO (spin up / spin down) = -9.64 / -9.64 eV
structure (SMILES) = [H]/N=N/C(=O)/C(N)=N\[H]
total charge = 0
gap between HOMO and LUMO (spin up / spin down) = 8.04 / 8.04 eV
largest force on an atom = 0.1427 hartree/bohr
ΔE to the lowest compared entry with this formula, charge and spin = 84.7 kcal per mole
LUMO energy (spin up / spin down) = -1.594 / -1.594 eV
electronic energy = -372.76535 Ha

***

Below is a structure of composition C22H32Br2CaN3OSe2, with properties calculated with wB97M-V/def2-TZVPD.

```
63
Properties=species:S:1:pos:R:3:mulliken_charge:R:1
Ca -0.27439 1.36269 -0.06313 1.945
Br -3.38167 4.11285 -5.73990 -0.287
C -2.55696 3.32823 -4.20009 0.310
C -2.90179 3.86741 -2.91816 -1.200
C -2.28022 3.26241 -1.85684 -0.107
N -1.41652 2.24301 -1.90551 -0.545
C -1.08550 1.69637 -3.18065 0.600
C -1.70318 2.30672 -4.35404 -1.161
C -0.20690 0.65426 -3.23906 0.386
C 0.27851 0.05507 -4.47847 -0.898
C 0.97688 -1.08803 -4.42934 -0.086
Br 1.63311 -1.87549 -6.04828 -0.294
C 1.31468 -1.73703 -3.19164 -1.042
C 0.98264 -1.02128 -2.06892 -0.463
N 0.32723 0.13857 -2.01425 0.064
H -3.58275 4.69438 -2.79801 0.372
H -2.49345 3.63852 -0.85457 0.291
H -1.48668 1.92348 -5.34066 0.299
H 0.08296 0.53069 -5.42925 0.340
H 1.85032 -2.67240 -3.14829 0.398
H 1.28943 -1.41213 -1.09811 0.540
N -3.10489 3.11092 2.61161 -0.417
C -1.96766 2.43943 2.32845 0.448
O -2.01890 1.40975 1.64430 -0.724
C -0.67233 2.99700 2.84946 -0.013
C 0.29205 3.21264 1.66767 -1.418
H -3.94857 2.83560 2.13656 0.262
H -3.05635 4.01591 3.04209 0.214
H -0.26999 2.22073 3.51061 0.018
H -0.88798 3.86985 3.48855 0.432
H 1.30925 3.31843 2.06539 0.222
H 0.05486 4.17928 1.19916 0.284
C 0.96155 -1.82100 4.19304 -1.485
Se 0.77436 -0.72745 2.54060 0.658
C 2.53982 -1.22297 1.84541 -0.386
C 3.45996 -0.01670 1.79126 -1.017
Se 2.99590 1.22241 0.34978 0.124
C 3.80967 0.19518 -1.08487 -0.963
H 1.15867 -2.86076 3.94279 0.397
H 0.02694 -1.73110 4.74122 0.398
H 1.78176 -1.40407 4.77847 0.355
H 2.35412 -1.63100 0.85499 -0.127
H 2.94034 -2.00988 2.48763 0.594
H 4.49077 -0.33210 1.62634 0.482
H 3.43500 0.55606 2.71912 0.407
H 4.88762 0.33899 -1.08605 0.398
H 3.36866 0.55411 -2.01251 0.276
H 3.55963 -0.85891 -0.99149 0.259
C 0.49875 -3.65322 0.83583 -1.555
C -0.75589 -2.81213 1.06914 1.953
C -1.62084 -2.84627 -0.19685 -1.648
C -1.56006 -3.44458 2.21934 -1.831
C -0.45694 -1.34528 1.33806 -0.780
H 0.21732 -4.69033 0.63547 0.501
H 1.15550 -3.65683 1.71164 0.200
H 1.06464 -3.29258 -0.02367 0.152
H -1.92134 -3.87366 -0.42424 0.462
H -1.08364 -2.43914 -1.05360 0.163
H -2.52578 -2.25026 -0.05759 0.364
H -1.84533 -4.47439 1.98108 0.484
H -2.47133 -2.87165 2.40125 0.367
H -0.98202 -3.46079 3.14557 0.276
H -1.35301 -0.75757 1.53620 0.750
```

## Properties
E_HOMO = -1.37 eV
total charge = -1
gap between HOMO and LUMO = 3.12 eV
largest force on an atom = 0.0054 hartree/bohr
ΔE to the lowest compared entry with this formula, charge and spin = 68.2 kcal per mole
LUMO energy = 1.751 eV
electronic energy = -11725.49834 Ha

***

Below is the molecule C22H36N4O3, with properties calculated with wB97M-V/def2-TZVPD.

```
65
Properties=species:S:1:pos:R:3:mulliken_charge:R:1
C -2.51072 1.32370 1.20834 -0.777
O -1.69002 1.25472 0.06464 0.010
C -2.36579 1.71058 -1.09205 -1.009
C -1.43403 1.64763 -2.28255 -0.202
C -0.97633 0.22927 -2.60125 0.588
C -0.10799 0.15904 -3.86001 -1.195
C 1.12064 1.04904 -3.78637 0.617
O 1.30504 1.96963 -4.56597 -0.684
N 2.00212 0.73657 -2.79906 0.138
C 3.13636 1.60376 -2.50298 -0.134
C 2.72239 2.75393 -1.58285 -1.297
C 2.15215 2.20506 -0.27989 0.548
C 3.07165 1.16823 0.38671 -0.425
N 2.35714 0.51113 1.50338 0.136
C 2.49096 1.14783 2.80253 -1.319
C 1.26462 -0.24252 1.17474 0.654
O 1.07122 -0.59560 0.01046 -0.721
C 0.27937 -0.64163 2.20513 -0.121
C -0.02462 -0.24152 3.49137 -0.626
N -1.16141 -0.83351 3.93680 -0.818
C -1.56625 -1.60014 2.94404 0.320
N -0.74185 -1.53247 1.87682 0.280
C -0.98885 -2.23390 0.61067 0.083
C -2.02394 -3.32992 0.80094 -1.339
C -3.24570 -2.83325 1.56405 1.110
C -4.35833 -3.86947 1.60455 -1.808
C -2.79210 -2.45054 2.96945 -0.832
C 3.77476 0.16075 -0.53497 -0.782
C 4.25074 0.80399 -1.83615 -1.270
H -1.92285 1.00078 2.06472 0.123
H -2.86269 2.34781 1.38190 0.376
H -3.38937 0.67282 1.10589 0.296
H -3.25443 1.08490 -1.26931 0.399
H -2.71604 2.73935 -0.93261 0.467
H -1.94975 2.07733 -3.14669 0.402
H -0.56794 2.28829 -2.08924 -0.023
H -0.43818 -0.17249 -1.74072 -0.616
H -1.85448 -0.40855 -2.74846 0.577
H 0.21259 -0.87178 -4.03118 0.404
H -0.66980 0.48767 -4.73391 0.348
H 1.69239 0.10430 -2.07234 0.099
H 3.47765 2.00498 -3.45602 0.456
H 3.59887 3.38174 -1.39247 0.532
H 1.98179 3.37852 -2.08603 0.471
H 1.97438 3.01489 0.43266 0.469
H 1.18179 1.74773 -0.47822 -0.630
H 3.87620 1.73396 0.86481 0.637
H 2.45243 0.40783 3.59835 0.474
H 3.46738 1.62381 2.84962 0.413
H 1.72807 1.91142 2.97857 0.376
H 0.48904 0.45768 4.12261 0.516
H -1.32828 -1.49714 -0.11804 -0.106
H -0.05036 -2.63900 0.24613 0.385
H -2.30687 -3.69848 -0.18751 0.435
H -1.58539 -4.17408 1.34485 0.376
H -3.61651 -1.93132 1.06108 -0.091
H -4.00457 -4.79242 2.07095 0.363
H -5.21249 -3.51051 2.18116 0.412
H -4.70692 -4.11349 0.59994 0.409
H -2.57987 -3.36232 3.53914 0.246
H -3.56670 -1.91295 3.51766 0.372
H 4.62439 -0.25990 0.00810 0.471
H 3.11324 -0.67000 -0.75820 0.175
H 4.61839 0.03115 -2.51369 0.414
H 5.08362 1.48706 -1.64403 0.447
```

## Properties
E_HOMO = -8.80 eV
structure (SMILES) = COCCCCC(=O)N[C@H]1CC[C@@H](N(C)C(=O)c2cnc3n2CC[C@@H](C)C3)CC1
total charge = 0
gap between HOMO and LUMO = 9.51 eV
largest force on an atom = 0.0053 hartree/bohr
ΔE to the lowest compared entry with this formula, charge and spin = 1.4 kcal per mole
LUMO energy = 0.715 eV
electronic energy = -1304.72053 Ha

***

Below is a structure of composition C22H19IrN3OPS, with properties calculated with wB97M-V/def2-TZVPD.

```
48
Properties=species:S:1:pos:R:3:mulliken_spin:R:1
Ir 0.84707 0.01179 -0.05628 0.459
O 2.72117 0.02481 0.55222 -0.012
N 3.21400 1.14249 1.15131 0.029
C 4.47156 1.09566 1.60364 0.031
C 5.01106 2.21565 2.20843 0.049
C 4.24160 3.36299 2.34432 -0.020
C 2.93528 3.37354 1.87096 0.081
C 2.43120 2.23530 1.26386 -0.041
S 0.81633 2.11330 0.62419 0.446
H 4.99184 0.15937 1.46051 0.002
H 6.02944 2.17253 2.56877 0.001
H 4.65234 4.24439 2.81855 0.000
H 2.30507 4.24783 1.96416 0.001
N -1.32230 -2.13644 0.11892 0.003
P -1.30500 -0.49211 0.06165 -0.057
C -2.68669 0.25046 0.81474 0.007
C -3.78234 0.61956 0.01648 0.000
C -4.90734 1.13729 0.62936 0.000
C -4.93813 1.28945 2.01252 -0.001
C -3.85065 0.92381 2.80120 -0.001
C -2.71841 0.39739 2.21048 -0.002
C -0.84327 0.12622 -1.56598 -0.017
C -1.10097 1.50775 -1.85713 0.029
C -1.03428 1.97505 -3.14403 -0.006
C -0.71032 1.09130 -4.17675 0.000
C -0.47127 -0.26912 -3.93486 0.005
C -0.53826 -0.75339 -2.65694 -0.029
C -0.12981 -2.84819 -0.07760 0.004
C -0.09187 -4.22866 -0.11022 -0.001
C 1.12917 -4.84527 -0.32763 0.015
C 2.27006 -4.06972 -0.51486 -0.004
C 2.15504 -2.70267 -0.46789 0.013
N 0.96773 -2.08789 -0.25184 0.011
H -2.16154 -2.64993 0.36072 0.000
H -3.75814 0.49474 -1.05954 0.000
H -5.76341 1.41998 0.03221 0.000
H -5.82368 1.69664 2.48278 0.000
H -3.89155 1.04797 3.87447 0.000
H -1.87325 0.10287 2.82187 -0.001
H -1.39666 2.17334 -1.05416 0.015
H -1.23967 3.01416 -3.36173 -0.001
H -0.65485 1.46317 -5.19319 0.000
H -0.24836 -0.93217 -4.75955 0.000
H -0.38435 -1.80886 -2.47787 -0.002
H -0.99692 -4.80457 0.02836 0.000
H 1.18832 -5.92552 -0.35647 0.000
H 3.23557 -4.52093 -0.69141 0.000
H 3.00944 -2.05532 -0.60071 -0.004
```

## Properties
E_HOMO (spin up / spin down) = -18.06 / -18.05 eV
total charge = +3
gap between HOMO and LUMO (spin up / spin down) = 6.72 / 5.76 eV
multiplicity = 2
largest force on an atom = 0.0089 hartree/bohr
ΔE to the lowest compared entry with this formula, charge and spin = 1.3 kcal per mole
LUMO energy (spin up / spin down) = -11.338 / -12.300 eV
electronic energy = -1932.13652 Ha